# 1
4
Properties=species:S:1:pos:R:3 method="wB97M-V/def2-TZVPD" charge=-1 e_lumo_ha=0.1332 total_energy_ev=-10183.10191 de_lowest_kj_mol=28.10 homo_ev=-3.3 homo_lumo_gap_ev=6.97
O 1.10289 0.95793 -0.62415
H 1.50822 1.03015 0.26958
H 0.38707 0.29104 -0.51871
I -2.99819 -2.27913 0.87329

=====

# 2
19
Properties=species:S:1:pos:R:3 method="wB97M-V/def2-TZVPD" e_lumo_ha="0.0131 / 0.0181" total_energy_ev=-17629.27345 de_lowest_kj_mol=250.01 homo_ev="-7.8 / -6.9" homo_lumo_gap_ev="8.11 / 7.36"
C -1.55162 -0.18820 0.59079
C -0.27535 -0.26640 1.45802
C 1.15137 1.29120 -0.03542
C -1.64422 -1.23186 -0.45505
C 1.04651 -0.06521 0.70251
N 0.83664 1.10172 -1.43618
N 1.51754 -0.09259 -1.76654
P 1.37500 -1.34905 -0.63464
H -2.38975 -0.30431 1.29245
H -1.62175 0.81030 0.15292
H -0.33945 0.50320 2.23368
H -0.25122 -1.23940 1.95399
H 0.49423 2.04137 0.39991
H 2.18622 1.64633 0.00357
H -1.86812 -2.23785 -0.15591
H -1.87434 -0.96091 -1.47085
H 1.84185 -0.13676 1.45522
H -0.17582 0.96311 -1.53180
H 1.54229 -0.28468 -2.75667

=====

# 3
15
Properties=species:S:1:pos:R:3 method="wB97M-V/def2-TZVPD" e_lumo_ha=-0.0371 total_energy_ev=-7383.21608 de_lowest_kj_mol=533.66 homo_ev=-6.7 homo_lumo_gap_ev=5.72
C 1.88382 -0.15827 0.23295
C -0.26223 1.11190 0.64409
C 0.49957 0.31926 -0.36675
C -0.23574 -0.85376 -0.94770
C -1.58549 -1.14979 -0.50799
C -2.17482 -0.37395 0.40017
C -1.60910 0.69968 0.97332
H 2.70128 0.28574 -0.39144
H 1.98434 -1.26808 0.16018
H 2.05726 0.14849 1.29169
H -0.00701 2.15670 0.94696
H 0.09529 -1.29694 -1.89534
H -1.99267 -1.96777 -1.01811
H 0.74145 1.03616 -1.23247
H -2.09596 1.31065 1.71044

=====

# 4
15
Properties=species:S:1:pos:R:3 method="wB97M-V/def2-TZVPD" e_lumo_ha=0.0171 total_energy_ev=-14836.85824 de_lowest_kj_mol=572.36 homo_ev=-9.4 homo_lumo_gap_ev=9.84
O -0.15932 3.16875 2.49035
C -0.30934 2.65065 1.45810
N -0.99040 2.64331 0.34174
N 0.06046 1.60348 0.67631
C -0.28214 0.23240 0.87937
C 0.30453 -0.80623 1.68546
C -0.46072 -1.90438 1.35680
N -1.33402 -1.61529 0.43395
O -1.33396 -0.33143 0.15814
H -1.93644 2.38430 0.10492
H 1.11463 -0.67399 2.33891
H -0.22554 -2.92103 1.60442
O 2.15887 1.03842 -2.61706
H 2.04871 1.32560 -1.70718
H 1.74180 0.15032 -2.67445

=====

# 5
15
Properties=species:S:1:pos:R:3 method="wB97M-V/def2-TZVPD" e_lumo_ha=0.0157 total_energy_ev=-18090.76340 de_lowest_kj_mol=287.43 homo_ev=-8.0 homo_lumo_gap_ev=8.47
C -1.09161 -1.65442 1.84234
C -0.34822 1.78499 -0.48134
C 0.98067 1.12644 -0.09033
C 1.15495 -0.26867 -0.76629
N -2.15664 -2.04517 1.47681
N 0.86985 -1.27820 0.02614
S 1.47933 -0.33971 -2.35886
H -0.26745 2.72034 0.14845
H -0.56033 1.80605 -1.53366
H -1.14435 1.20959 -0.00496
H 0.93270 1.06136 0.92909
H 1.90117 1.81421 -0.42946
H 0.71271 -2.11776 -0.50035
H 0.36343 -1.50513 0.93900
H -2.82618 -2.31393 0.80341

=====

# 6
61
Properties=species:S:1:pos:R:3 method="wB97M-V/def2-TZVPD" e_lumo_ha=-0.1247 total_energy_ev=-89712.59064 de_lowest_kj_mol=0.00 homo_ev=-9.3 homo_lumo_gap_ev=5.92
C -3.51036 2.46983 2.06944
C -2.58160 1.83242 2.46144
C -1.40795 1.14229 2.95737
C -1.62703 -0.38676 2.94157
C -0.34516 -1.15211 2.59537
C 0.20095 -0.71238 1.27069
C -0.38271 -1.09505 0.06223
C -1.56747 -2.01309 -0.00864
O -2.01983 -2.64929 0.87171
O -2.18781 -2.02737 -1.27628
C -1.82845 -3.02362 -2.15064
F -0.70728 -3.64641 -1.74548
F -1.56291 -2.44766 -3.33399
C -2.94301 -4.08359 -2.41162
F -3.87302 -3.54587 -3.20030
F -2.35101 -5.10284 -3.06421
C -3.61748 -4.68327 -1.15741
F -2.70181 -5.18415 -0.33961
F -4.42063 -5.66709 -1.55601
F -4.34602 -3.77159 -0.53476
C 0.13642 -0.61575 -1.13582
C 1.21726 0.22970 -1.17301
B 1.68352 0.70224 -2.62724
O 2.92824 1.18337 -2.81983
N 0.70680 0.54965 -3.70648
C 1.09848 -0.55976 -4.59888
C 0.49125 1.80761 -4.43491
N 1.78881 0.60527 0.00386
C 2.94734 1.50997 -0.00515
S 4.45831 0.50887 -0.14154
C 5.54696 1.25644 1.10051
C 6.00823 0.21871 2.12479
C 1.30662 0.14534 1.17914
Cl 2.09662 0.62858 2.60658
H -4.44520 2.78889 1.68267
H -0.53915 1.42895 2.36668
H -1.22002 1.49450 3.97058
H -2.44914 -0.62029 2.27914
H -1.92230 -0.69365 3.93970
H 0.37077 -1.00991 3.39415
H -0.53606 -2.21711 2.53867
H -0.32477 -0.86504 -2.07222
H 3.14553 1.30619 -3.75071
H 1.31376 -0.20603 -5.60540
H 2.00217 -1.06984 -4.25889
H 0.32220 -1.31654 -4.67230
H -0.38854 1.70178 -5.06358
H 0.27005 2.60116 -3.72713
H 1.32859 2.07842 -5.08429
H 3.00608 2.04128 0.93140
H 2.83935 2.23680 -0.79580
H 6.41548 1.66133 0.59490
H 5.03957 2.08792 1.57995
H 5.34523 0.19645 2.98358
H 7.00124 0.47823 2.48007
H 6.06087 -0.76993 1.68301
F -4.82332 4.86816 3.24016
Al -4.33865 4.95019 4.86822
F -4.10997 6.55952 5.31871
F -2.87879 4.09574 5.03733
F -5.52006 4.23110 5.83719

=====

# 7
124
Properties=species:S:1:pos:R:3 method="wB97M-V/def2-TZVPD" charge=+1 e_lumo_ha="-0.0855 / -0.2678" spin_multiplicity=2 total_energy_ev=-116460.73867 homo_ev="-9.3 / -9.3" homo_lumo_gap_ev="7.00 / 2.04"
Cl 1.02474 -1.75893 1.63813
C 1.67002 -1.41138 0.00561
C 0.63762 -0.65767 -0.82289
Cl 0.11582 0.84163 -0.05146
H 1.98259 -2.34719 -0.45772
H 2.54113 -0.78140 0.18557
H -0.25599 -1.23584 -1.05799
H 1.16619 -0.22590 -1.67276
O 4.40296 -3.26538 0.63336
P 4.63485 -4.08209 1.83530
N 4.91365 -3.22297 3.36195
C 4.17428 -2.03600 3.64876
C 5.78303 -3.69750 4.46334
N 5.87101 -5.20205 1.74154
C 7.05826 -4.99460 0.93193
C 5.83597 -6.47148 2.60382
N 3.26987 -5.15055 2.18071
C 2.42940 -4.86104 3.28417
C 2.72191 -6.15449 1.27622
H 4.72209 -1.09748 3.73358
H 3.77605 -2.10281 4.66121
H 3.34673 -1.93942 2.94596
H 5.70069 -4.73871 4.77513
H 5.81531 -3.06928 5.35351
H 6.79720 -3.61564 4.07238
H 6.84196 -4.18101 0.23955
H 7.84173 -4.64479 1.60417
H 7.42623 -5.81605 0.31719
H 4.95381 -6.63509 3.22279
H 5.98330 -7.30052 1.91166
H 6.67178 -6.47684 3.30345
H 2.88008 -4.50205 4.20943
H 1.79541 -4.09771 2.83308
H 1.81560 -5.71043 3.58400
H 1.64979 -6.19333 1.46897
H 3.15481 -7.13097 1.49344
H 2.97608 -5.77806 0.28536
O 3.91363 3.74421 4.89211
P 2.52786 4.05621 4.46054
N 1.60652 2.77037 3.75404
C 2.35206 1.68819 3.19454
C 0.17607 2.71495 3.58983
N 2.35001 5.30622 3.31948
C 1.07662 5.77599 2.66120
C 3.49797 5.95803 2.80989
N 1.56419 4.63108 5.75641
C 1.03901 3.72131 6.76091
C 1.91431 5.96482 6.25818
H 3.40914 1.90720 3.04384
H 1.84572 1.19898 2.36243
H 2.47022 0.91498 3.95367
H -0.06233 2.78227 2.52835
H -0.39541 3.56038 3.97292
H -0.16919 1.81442 4.09771
H 0.92399 5.13866 1.79021
H 0.15470 5.74379 3.24183
H 1.27078 6.78601 2.30029
H 3.50844 7.03041 3.00480
H 4.39516 5.64434 3.34353
H 3.60142 5.67195 1.76320
H 0.70208 2.81380 6.25992
H 1.80420 3.57641 7.52353
H 0.16620 4.17229 7.23306
H 2.97879 6.05271 6.47559
H 1.41543 6.16645 7.20610
H 1.68613 6.66755 5.45681
O -4.74899 1.48210 -0.30170
P -5.14756 0.04546 -0.29131
N -4.53890 -0.86718 -1.60256
C -5.01993 -0.69757 -2.97770
C -3.25188 -1.50592 -1.47115
N -6.79547 -0.33504 -0.21263
C -7.39001 -1.68228 -0.66271
C -7.61016 0.64501 0.44663
N -4.45754 -0.73152 1.06669
C -4.91071 -2.04071 1.56029
C -3.34136 -0.14806 1.75911
H -4.19762 -0.17135 -3.46246
H -5.85070 0.00805 -2.97414
H -5.18765 -1.67350 -3.43325
H -2.97454 -2.05922 -2.36839
H -3.24933 -2.25851 -0.68268
H -2.42615 -0.80566 -1.34503
H -7.95738 -1.59957 -1.58972
H -6.61578 -2.38928 -0.96072
H -8.02256 -2.08331 0.12922
H -8.61311 0.49105 0.04855
H -7.50712 0.58270 1.52996
H -7.31434 1.64711 0.13619
H -5.47726 -1.85425 2.47263
H -5.52983 -2.60967 0.86669
H -4.08941 -2.70184 1.83684
H -2.98001 -0.94726 2.40627
H -3.46686 0.82435 2.23530
H -2.55345 0.08335 1.04235
O -1.88729 -0.18223 -8.11484
P -1.67966 0.89648 -7.13738
N -0.23618 1.86884 -7.43827
C 0.84397 1.21375 -8.16862
C 0.11806 3.14736 -6.81326
N -1.35650 0.26928 -5.56610
C -1.13798 1.11848 -4.37728
C -1.43177 -1.15760 -5.21813
N -3.02634 2.02153 -6.95488
C -3.17701 2.91474 -8.07267
C -4.28350 1.66996 -6.17708
H 0.44673 1.03205 -9.16727
H 1.09546 0.25928 -7.70621
H 1.79854 1.73710 -8.22341
H 0.76667 2.99058 -5.95139
H -0.84983 3.57219 -6.54714
H 0.44634 3.79494 -7.62626
H -0.41129 0.67319 -3.69776
H -0.72516 2.08773 -4.65696
H -2.04365 1.41510 -3.84824
H -0.61330 -1.51834 -4.59518
H -2.37346 -1.46420 -4.76281
H -1.43188 -1.76489 -6.12328
H -2.31731 2.85893 -8.74043
H -4.08699 2.84538 -8.66867
H -3.32165 3.93272 -7.71090
H -4.08639 0.92254 -5.40857
H -5.10643 1.38156 -6.83108
H -4.55582 2.58677 -5.65420

=====

# 8
94
Properties=species:S:1:pos:R:3 method="wB97M-V/def2-TZVPD" e_lumo_ha=-0.0333 total_energy_ev=-191174.47069 homo_ev=-6.5 homo_lumo_gap_ev=5.60
In 1.91291 0.08520 -1.51603
O 0.84545 1.60642 -0.34781
S -0.62947 1.07513 -0.34630
C -1.49042 2.08768 0.79630
C -2.74420 2.49007 0.42742
C -3.45446 3.41453 1.16398
C -2.84452 3.93791 2.25861
C -3.42080 4.83361 3.33429
C -2.17375 5.12414 4.26776
C -1.11034 4.13370 3.84951
C 0.04970 3.71697 4.43127
C 0.63138 2.51943 3.88041
C 0.21794 1.90512 2.74823
P 0.90229 0.24574 2.18362
C 0.88629 -0.77739 3.64848
C -0.05547 -1.80375 3.73156
C -0.15015 -2.65352 4.84362
C 0.75256 -2.50798 5.92473
C 1.74994 -1.50369 5.82458
C 1.81178 -0.64288 4.72957
C 2.68221 0.47514 1.97532
C 3.21597 1.67792 1.54905
C 4.56902 1.76187 1.19212
C 5.41360 0.69644 1.32340
C 4.89754 -0.50773 1.79908
C 3.58429 -0.60845 2.16516
C -0.88802 2.48393 2.04029
C -1.53602 3.54492 2.65685
C -1.21405 1.47239 -1.99130
C -1.37857 2.76614 -2.33609
C -1.84799 3.06771 -3.59204
C -2.17973 2.06038 -4.45270
C -2.58999 1.98240 -5.92018
C -3.27070 0.58787 -6.09937
C -2.67638 -0.19845 -4.94111
C -2.60074 -1.52900 -4.69668
C -1.92095 -1.95565 -3.53805
C -1.31307 -1.07655 -2.63645
P -0.11991 -1.76343 -1.44882
C 0.91392 -2.95211 -2.32802
C 1.20209 -2.66715 -3.67161
C 2.29942 -3.28851 -4.30648
C 3.15650 -4.07772 -3.57672
C 2.86795 -4.34977 -2.24520
C 1.78519 -3.76878 -1.59463
C -1.17091 -2.69722 -0.27636
C -0.95144 -4.06677 -0.09039
C -1.79233 -4.79581 0.78917
C -2.79307 -4.16438 1.46790
C -3.05642 -2.79023 1.23815
C -2.24167 -2.05269 0.36986
C -1.53009 0.33908 -2.85541
C -2.14101 0.71692 -4.05425
H -3.14265 2.10667 -0.46970
H -4.45807 3.66080 0.84760
H -4.22052 4.33433 3.92218
H -3.83192 5.72253 2.86096
H -2.47792 5.00953 5.35257
H -1.80153 6.15305 4.17296
H 0.43255 4.08688 5.38377
H 1.55810 2.22550 4.41671
H -0.72953 -1.91197 2.93460
H -0.83911 -3.46948 4.89161
H 0.69059 -3.19579 6.74762
H 2.49766 -1.39635 6.63359
H 2.63524 0.05722 4.62469
H 2.55228 2.52872 1.44396
H 4.93188 2.71495 0.81850
H 6.43022 0.79934 1.04960
H 5.51542 -1.37109 1.85971
H 3.22881 -1.60333 2.40693
H -1.16073 3.51965 -1.57968
H -1.89691 4.13805 -3.87903
H -1.63172 1.96410 -6.47430
H -3.18026 2.87662 -6.25785
H -3.07143 0.08756 -7.11274
H -4.39529 0.57840 -6.05120
H -3.06619 -2.22628 -5.36912
H -1.73749 -3.00187 -3.39032
H 0.66224 -1.89274 -4.19269
H 2.49317 -3.04185 -5.31124
H 4.08372 -4.46933 -3.98833
H 3.58171 -4.96941 -1.72537
H 1.71352 -3.88604 -0.51982
H -0.25457 -4.68350 -0.70934
H -1.64810 -5.86079 0.90564
H -3.39806 -4.74445 2.12643
H -3.92707 -2.29929 1.72886
H -2.41710 -0.99428 0.15742
S 5.69538 1.78812 -2.97094
As 4.41509 0.14275 -3.32431
S 2.10696 1.02764 -3.63038
S 4.02741 -0.86969 -1.33269
S 4.97288 -1.24401 -4.74520